Record 1
Entry from OMol25: a structure of composition C9H29Li3N4O9 in a non-equilibrium geometry (the ωB97M-V functional and the def2-TZVPD basis).

## Properties
* expectation value of S²: 0.7564
* HOMO-LUMO gap (alpha / beta): 8.2 / 3.7 eV
* charge: +3
* HOMO level (alpha / beta): -17.5 / -17.5 eV
* lowest unoccupied orbital energy (alpha / beta): -9.302 / -13.779 eV
* 2S+1: 2

Each line ends with the Mulliken charge.
Atoms and positions in Å:
Li1 -22.6257 -0.1713 7.0544  0.865
Li2 -19.9339 1.4340 9.6536  0.854
Li3 -21.0607 -1.8328 8.7272  0.862
C1 -22.5531 0.7393 9.8960  -0.316
O1 -21.6740 0.2906 8.9300  -0.979
H1 -22.0125 0.9255 10.8240  -0.105
H2 -22.9378 1.7293 9.6510  0.203
H3 -23.4127 0.1070 10.1182  0.349
C2 -23.0643 -2.0857 14.0689  -0.256
C3 -24.0669 -2.3604 12.9177  -0.135
O2 -23.7246 -3.6763 12.4092  -0.383
O3 -21.6232 -2.1140 13.6191  -0.262
H4 -23.1544 -2.9058 14.7812  0.324
H5 -23.1511 -1.1535 14.6272  0.275
H6 -23.7990 -1.7506 12.0549  0.049
H7 -25.1102 -2.3341 13.2322  0.493
H8 -24.5985 -4.0610 12.3104  0.371
H9 -21.3080 -1.2145 13.7338  0.610
C4 -18.8333 -0.3352 12.0738  -0.074
C5 -18.0230 -0.3440 10.8265  -0.796
O4 -18.7570 -0.7858 9.7230  -0.506
O5 -19.6641 0.8328 12.1563  -0.309
H10 -18.1637 -0.0660 12.8907  0.249
H11 -19.4512 -1.2142 12.2567  0.390
H12 -17.2773 -1.1213 10.9938  0.411
H13 -17.6157 0.6198 10.5211  0.385
H14 -19.1204 -1.6484 9.9360  0.286
H15 -20.1974 0.5747 12.9116  0.199
C6 -24.3120 1.9109 6.2076  -0.250
C7 -23.1593 1.7464 5.1354  -0.460
O6 -21.9449 1.2975 5.8536  -0.447
O7 -24.5296 0.5401 6.6615  -0.560
H16 -25.2267 2.4227 5.9085  0.416
H17 -23.9582 2.4122 7.1086  0.146
H18 -23.0817 2.7128 4.6374  0.418
H19 -23.3712 1.1182 4.2702  0.347
H20 -21.2182 1.7414 5.4104  0.252
H21 -25.1956 0.6470 7.3446  0.296
C8 -20.1578 4.1145 10.9087  0.732
O8 -19.6198 3.3509 10.1625  -0.861
N1 -21.3064 4.5964 10.7185  -0.277
N2 -19.5424 4.7567 11.8491  -0.412
H22 -21.8806 4.3662 9.9201  0.184
H23 -21.8067 5.0686 11.4581  0.177
H24 -18.5665 4.4963 11.8479  0.241
H25 -20.0275 5.1601 12.6378  0.197
C9 -22.0014 1.6175 14.3634  0.811
O9 -21.3510 0.5886 14.1676  -0.938
N3 -22.6380 2.3399 13.5103  -0.350
N4 -22.0151 2.1071 15.5722  -0.507
H26 -22.2068 2.3636 12.5972  0.154
H27 -23.2977 2.9313 13.9952  0.213
H28 -22.4227 3.0083 15.7769  0.168
H29 -21.2988 1.8972 16.2525  0.259

---

Record 2
Entry from OMol25: the molecule C5H9BrO in a non-equilibrium geometry (the ωB97M-V functional and the def2-TZVPD basis).

## Properties
* HOMO-LUMO gap: 7.6 eV
* relative energy (zero: lowest compared OMol25 entry of this formula, charge and spin): 3.114 eV
* HOMO level: -8.8 eV
* lowest unoccupied orbital energy: -1.209 eV

Each line ends with the Mulliken charge.
Atoms and positions in Å:
C1 -0.5539 0.3477 -1.4345  -0.780
C2 -0.0445 1.9136 0.0977  -0.581
C3 -0.1115 0.3817 0.0130  1.554
C4 -1.2715 -0.2157 0.9514  -1.431
C5 1.2343 -0.1761 0.3247  -1.751
O1 -1.5111 1.3038 -1.5008  -0.567
Br1 -0.6633 2.7270 1.6261  -0.038
H1 0.1800 0.5871 -2.1641  0.379
H2 -0.9588 -0.5572 -1.8533  0.392
H3 0.7294 2.4255 -0.3347  0.495
H4 -2.3689 -0.0490 0.5428  0.299
H5 -1.2784 0.0340 2.0913  0.347
H6 -1.1038 -1.2550 0.8941  0.459
H7 1.8920 0.5755 -0.1780  0.376
H8 1.2944 -1.1369 -0.0192  0.454
H9 1.5579 -0.0355 1.3379  0.393

---

Record 3
Entry from OMol25: a structure of composition C42H61AsBN6OPPtSb (the ωB97M-V functional and the def2-TZVPD basis).

## Properties
* HOMO-LUMO gap: 5.8 eV
* charge: +3
* HOMO level: -15.1 eV
* lowest unoccupied orbital energy: -9.299 eV

Each line ends with the Mulliken charge.
Atoms and positions in Å:
Pt1 -0.7773 -0.1596 0.4638  4.151
C1 -0.2277 5.0793 -0.3581  -1.614
C2 -0.4149 3.6722 -0.8116  -0.037
C3 -0.8345 3.2356 -2.0549  -0.677
C4 -0.8296 1.8440 -1.9904  -1.023
N1 -0.4839 1.4548 -0.7554  0.546
N2 -0.2040 2.5815 -0.0473  0.504
B1 0.2021 2.6289 1.4773  -1.007
N3 -1.0624 2.2567 2.2569  1.302
N4 -1.7721 1.1955 1.7999  -1.282
C5 -2.9510 1.1951 2.4316  -0.402
C6 -2.9825 2.2680 3.3308  -0.929
C7 -1.7825 2.9342 3.1752  0.729
C8 -1.3162 4.1884 3.8303  -1.370
C9 -4.0267 0.2226 2.1763  -0.092
C10 -4.3075 -0.2310 0.8893  0.000
C11 -5.3608 -1.1063 0.6728  -0.907
C12 -6.1409 -1.5432 1.7370  -0.523
C13 -5.8789 -1.0795 3.0182  -0.623
C14 -4.8335 -0.1937 3.2342  -0.655
N5 1.4106 1.7074 1.7722  0.031
N6 1.5563 0.4839 1.2153  0.081
C15 2.7112 0.0084 1.6659  -1.232
C16 3.3083 0.9037 2.5585  -0.824
C17 2.4506 1.9900 2.5907  0.214
C18 2.6019 3.2580 3.3591  -1.480
C19 3.2745 -1.2919 1.1305  2.960
C20 4.1934 -1.9860 2.0266  -0.802
C21 4.2843 -3.3466 2.0597  -1.156
C22 3.4013 -4.1040 1.2778  -0.669
C23 2.4031 -3.5115 0.4945  -0.556
C24 2.3072 -2.1510 0.4584  0.009
C25 -0.9647 0.9684 -3.1513  1.012
C26 -1.7011 1.3784 -4.2604  -0.692
C27 -1.8826 0.5257 -5.3391  -0.829
C28 -1.3401 -0.7661 -5.3564  -1.102
C29 -0.5646 -1.1703 -4.3000  -0.584
C30 -0.2873 -0.2872 -3.2245  1.592
H1 -0.4347 5.7516 -1.1875  0.482
H2 0.7880 5.2605 -0.0114  0.273
H3 -0.9103 5.3230 0.4551  0.271
H4 -1.0503 3.8632 -2.9010  0.657
H5 0.5163 3.7418 1.7475  -0.135
H6 -3.8066 2.5652 3.9558  0.633
H7 -2.0354 4.4923 4.5868  0.470
H8 -1.2217 5.0004 3.1089  0.224
H9 -0.3499 4.0590 4.3150  0.170
H10 -3.7325 0.1539 0.0549  0.744
H11 -5.6043 -1.4229 -0.3325  0.478
H12 -6.9686 -2.2173 1.5637  0.473
H13 -6.4998 -1.3927 3.8465  0.452
H14 -4.6427 0.1791 4.2340  0.368
H15 4.2463 0.8263 3.0808  0.681
H16 3.5157 3.2178 3.9474  0.485
H17 1.7683 3.4161 4.0416  0.135
H18 2.6592 4.1214 2.6974  0.257
H19 4.8704 -1.3849 2.6208  0.465
H20 5.0223 -3.8403 2.6759  0.558
H21 3.4897 -5.1844 1.2892  0.481
H22 1.7256 -4.1335 -0.0737  0.469
H23 1.5492 -1.6529 -0.1387  -0.098
H24 -2.1990 2.3372 -4.2652  0.586
H25 -2.4875 0.8585 -6.1729  0.496
H26 -1.5343 -1.4272 -6.1895  0.508
H27 -0.1314 -2.1609 -4.2785  0.282
H28 0.0942 -0.6947 -2.2887  -0.719
C31 -3.1718 -1.7437 -2.3344  -1.355
Sb1 -1.6488 -2.2015 -0.9248  0.618
C32 -0.3671 -3.4419 -2.1083  -1.645
C33 -2.5694 -3.6601 0.2890  -1.151
H29 -2.8727 -2.0926 -3.3201  0.527
H30 -3.3577 -0.6716 -2.3651  0.315
H31 -4.0846 -2.2574 -2.0422  0.599
H32 -0.8796 -3.7151 -3.0294  0.540
H33 -0.1538 -4.3588 -1.5600  0.620
H34 0.5726 -2.9440 -2.3478  0.341
H35 -2.9497 -4.4507 -0.3561  0.577
H36 -3.3894 -3.1997 0.8365  0.239
H37 -1.8405 -4.0680 0.9842  0.279
C34 2.4315 -1.5488 -5.9156  -1.180
C35 2.0094 -0.1034 -5.6853  -0.662
As1 1.8372 0.4345 -3.8156  0.550
C36 1.6580 2.3419 -4.1640  -0.128
C37 3.0717 2.8848 -4.4053  -1.246
C38 4.2429 -0.9220 -0.1689  -0.543
C39 5.3950 0.0102 0.1451  -1.223
H38 2.6201 -1.7178 -6.9751  0.402
H39 1.6690 -2.2609 -5.6084  0.228
H40 3.3497 -1.7861 -5.3796  0.337
H41 1.1002 0.1681 -6.2240  0.398
H42 2.7857 0.5798 -6.0429  0.538
H43 1.2211 2.8214 -3.2874  -0.106
H44 1.0050 2.5060 -5.0219  0.392
H45 3.7082 2.7464 -3.5300  0.330
H46 3.0155 3.9549 -4.6003  0.413
H47 3.5636 2.4299 -5.2635  0.388
H48 4.5991 -1.8661 -0.5809  0.509
H49 3.5504 -0.4688 -0.8751  0.066
H50 5.8472 0.3093 -0.8006  0.432
H51 6.1718 -0.4732 0.7367  0.360
H52 5.0675 0.9134 0.6541  0.321
C40 -2.3154 -2.4629 4.0596  -0.799
P1 -0.8392 -1.6996 3.4217  0.844
C41 -0.5751 -0.1394 4.2491  -0.281
C42 0.5439 -2.7427 3.8778  -0.958
O1 -0.9192 -1.6105 1.8913  -1.416
H53 -2.2593 -2.5479 5.1456  0.462
H54 -2.4251 -3.4590 3.6298  0.389
H55 -3.1810 -1.8627 3.7840  -0.003
H56 -0.3450 -0.3357 5.2974  0.602
H57 -1.4634 0.4909 4.1912  -0.024
H58 0.2706 0.3752 3.7889  -0.070
H59 0.5553 -2.9023 4.9561  0.507
H60 1.4724 -2.2529 3.5832  0.102
H61 0.4596 -3.7070 3.3767  0.351

---

Record 4
Entry from OMol25: a cluster of 2 separate species, C3H8NO5P2 in total in a non-equilibrium geometry (the ωB97M-V functional and the def2-TZVPD basis).

## Properties
* HOMO-LUMO gap: 8.4 eV
* charge: -1
* relative energy (zero: lowest compared OMol25 entry of this formula, charge and spin): 2.265 eV
* HOMO level: -4.9 eV
* lowest unoccupied orbital energy: 3.485 eV

Each line ends with the Mulliken charge.
Atoms and positions in Å:
C1 -0.2342 0.3816 0.2552  -0.558
C2 1.9887 -0.5583 0.1985  -0.987
C3 -0.1099 -1.7265 1.0182  -1.225
N1 0.5098 -0.7490 0.1627  0.266
O1 0.4058 1.2658 -2.1789  -0.719
O2 -1.8328 -0.3007 -1.6150  -0.486
O3 0.8210 3.1082 -0.3236  -0.740
O4 -3.2950 0.3115 0.3497  -0.770
O5 -1.5623 2.0551 -0.6987  -0.460
P1 0.1539 1.9073 -0.8160  0.954
P2 -2.0057 0.5679 -0.2863  0.938
H1 -0.0525 1.2723 1.8438  0.171
H2 2.1976 0.3215 -0.2891  0.376
H3 2.2744 -0.7167 1.3126  0.305
H4 2.4304 -1.2596 -0.4634  0.311
H5 -0.1218 -1.2508 1.9462  0.592
H6 -1.0394 -2.0269 0.5967  0.246
H7 0.5275 -2.6250 1.1323  0.344
H8 -1.0556 0.0223 -2.1447  0.443

---

Record 5
Entry from OMol25: a structure of composition CHF3LuO2S in a non-equilibrium geometry (the ωB97M-V functional and the def2-TZVPD basis).

## Properties
* HOMO-LUMO gap: 8.1 eV
* charge: +1
* relative energy (zero: lowest compared OMol25 entry of this formula, charge and spin): 0.000 eV
* HOMO level: -14.4 eV
* lowest unoccupied orbital energy: -6.348 eV

Each line ends with the Mulliken charge.
Atoms and positions in Å:
S1 1.2992 -0.0062 -0.1552  0.734
O1 0.8064 -1.2641 -0.9217  -0.594
O2 0.8102 1.1203 -1.0986  -0.571
Lu1 -0.2194 -0.1944 -2.6460  1.436
C1 -0.0042 0.0520 1.2118  0.656
F1 0.3718 -0.8753 2.0957  -0.198
F2 0.0627 1.2235 1.8370  -0.200
F3 -1.4029 -0.2441 1.0263  -0.216
H1 -1.7237 0.1881 -1.3492  -0.047

---

Record 6
Entry from OMol25: a cluster of 2 separate species, C2H3ClN2 in total in a non-equilibrium geometry (the ωB97M-V functional and the def2-TZVPD basis).

## Properties
* HOMO-LUMO gap (alpha / beta): 10.6 / 6.3 eV
* relative energy (zero: lowest compared OMol25 entry of this formula, charge and spin): 5.641 eV
* HOMO level (alpha / beta): -10.7 / -9.2 eV
* lowest unoccupied orbital energy (alpha / beta): -0.161 / -2.875 eV

Each line ends with the Mulliken charge.
Atoms and positions in Å:
C1 -1.4213 -1.1837 -0.1493  0.571
C2 1.6168 0.5250 0.0738  -0.769
N1 -1.5466 -2.2216 -0.7055  -0.369
N2 -1.1160 -0.1174 0.4934  -0.268
Cl1 -1.7919 1.3310 0.0439  0.037
H1 1.6376 1.6454 -0.0836  0.262
H2 1.2071 -0.0957 -0.7505  0.245
H3 1.4142 0.1170 1.0779  0.291

---

Record 7
Entry from OMol25: a structure of composition C31H30BCeIN3O5 in a non-equilibrium geometry (the ωB97M-V functional and the def2-TZVPD basis).

## Properties
* HOMO-LUMO gap (alpha / beta): 6.3 / 6.3 eV
* charge: +1
* relative energy (zero: lowest compared OMol25 entry of this formula, charge and spin): 0.217 eV
* HOMO level (alpha / beta): -11.2 / -11.2 eV
* lowest unoccupied orbital energy (alpha / beta): -4.906 / -4.925 eV

Each line ends with the Mulliken charge.
Atoms and positions in Å:
Ce1 0.6572 0.5966 0.5379  -0.035
C1 -2.2562 0.6395 5.0901  -1.515
C2 -2.0766 -0.7565 4.5030  0.627
C3 -3.1296 -1.0126 3.4165  -1.188
C4 -0.7072 -1.0060 3.9171  0.232
C5 -0.3519 -2.3087 3.5714  -0.700
C6 0.8942 -2.6027 3.0519  -0.759
C7 1.8410 -1.5988 2.8551  1.134
C8 3.2210 -1.9338 2.3714  -1.666
C9 1.4971 -0.2870 3.2010  -1.345
C10 0.2328 0.0029 3.7238  -0.159
H1 -3.2104 0.6980 5.6059  0.462
H2 -2.2563 1.3972 4.3058  0.021
H3 -1.4715 0.8688 5.8050  0.409
H4 -2.2255 -1.4861 5.3092  0.408
H5 -2.8438 -0.5078 2.4945  0.076
H6 -4.0985 -0.6373 3.7357  0.472
H7 -3.2276 -2.0754 3.2086  0.318
H8 -1.0531 -3.1114 3.7497  0.545
H9 1.1509 -3.6291 2.8287  0.530
H10 3.6949 -2.6320 3.0606  0.478
H11 3.8338 -1.0375 2.3003  0.352
H12 3.1858 -2.4040 1.3881  0.286
H13 2.2638 0.4911 3.1999  0.586
H14 0.0327 1.0091 4.0707  0.596
C11 -1.0951 -3.5441 0.2489  -0.505
C12 -1.7147 -2.6798 -0.8011  0.194
N1 -2.3440 -3.2610 -1.7835  -0.617
C13 -2.8658 -2.5199 -2.7658  -0.989
C14 -2.7224 -1.1569 -2.8480  0.919
C15 -3.3037 -0.4156 -4.0273  -1.034
O1 -4.3309 0.4825 -3.6531  -0.512
C16 -2.0304 -0.4816 -1.8066  0.133
C17 -1.8519 0.9316 -1.8709  -0.677
N2 -1.1065 1.5886 -1.0426  0.394
C18 -0.9959 2.9733 -1.1222  0.119
C19 -0.7017 3.6591 -2.3031  -0.261
C20 -0.5162 5.0289 -2.2870  -0.812
C21 -0.6541 5.7468 -1.1104  -0.599
C22 -0.9813 5.0934 0.0691  -0.675
C23 -1.1299 3.7252 0.0454  0.071
I1 -1.6522 2.6506 1.8027  0.327
C24 -1.5475 -1.2536 -0.6952  0.266
O2 -1.0228 -0.7514 0.3623  0.191
H15 -1.3620 -4.5789 0.0615  0.463
H16 -1.4346 -3.2270 1.2327  -0.106
H17 -0.0101 -3.4294 0.2105  0.171
H18 -3.3900 -3.0848 -3.5259  0.383
H19 -3.6821 -1.1427 -4.7603  0.389
H20 -2.5392 0.1948 -4.5169  0.400
H21 -5.0254 -0.0185 -3.2142  0.355
H22 -2.4166 1.4787 -2.6298  0.891
H23 -0.5873 3.0992 -3.2196  0.574
H24 -0.2565 5.5400 -3.2020  0.421
H25 -0.5053 6.8156 -1.1018  0.417
H26 -1.0950 5.6443 0.9904  0.456
O3 3.8947 -0.4529 -0.8845  -0.461
B1 2.4910 -0.3246 -0.8433  1.005
O4 2.0533 -0.4304 -2.2079  -0.098
C25 3.1442 -0.6496 -2.9842  0.491
C26 3.2408 -0.8757 -4.3430  -1.107
C27 4.5114 -1.0832 -4.8585  -0.576
C28 5.6400 -1.0552 -4.0509  -0.505
C29 5.5462 -0.8379 -2.6848  -1.034
C30 4.2809 -0.6483 -2.1660  0.865
H27 2.3672 -0.8928 -4.9754  0.488
H28 4.6211 -1.2774 -5.9140  0.412
H29 6.6119 -1.2156 -4.4917  0.408
H30 6.4177 -0.8145 -2.0503  0.498
O5 2.7038 4.5835 1.7850  -0.528
C31 2.1569 3.5908 1.4717  0.697
N3 1.5934 2.5999 1.1595  -0.465

---

Record 8
Entry from OMol25: a cluster of 2 separate species, C4H11NO in total in a non-equilibrium geometry (the ωB97M-V functional and the def2-TZVPD basis).

## Properties
* HOMO-LUMO gap: 10.1 eV
* relative energy (zero: lowest compared OMol25 entry of this formula, charge and spin): 1.084 eV
* HOMO level: -9.2 eV
* lowest unoccupied orbital energy: 0.908 eV
* SMILES string: C1CCNC1.O

Each line ends with the Mulliken charge.
Atoms and positions in Å:
C1 1.0697 0.4298 1.1374  -0.498
C2 1.0420 -1.0562 0.7974  -0.526
C3 0.6236 -1.1183 -0.6746  -0.603
N1 -0.0859 0.2095 -0.8936  -0.432
C4 0.7770 1.1752 -0.1582  -0.584
H1 1.9705 0.8108 1.6147  0.360
H2 0.2188 0.6991 1.7747  0.224
H3 0.5763 -1.6766 1.5526  0.333
H4 2.0839 -1.4118 0.8168  0.298
H5 1.3718 -1.1086 -1.4610  0.400
H6 -0.1008 -1.9207 -0.8064  0.229
H7 -0.0621 0.4416 -1.8802  0.217
H8 0.2366 2.1129 -0.0575  0.306
H9 1.7052 1.3389 -0.7275  0.329
O1 -2.8590 0.2891 0.0145  -0.697
H10 -1.9758 -0.0650 -0.0363  0.347
H11 -3.1538 0.3624 -0.9223  0.297

---

Question: What is the formula in the first record?
Answer: C9H29Li3N4O9